# 1
ORCA calculation (ωB97M-V/def2-TZVPD) on a molecular structure, C28H28LaN5P2 in a non-equilibrium geometry.

```
64
Properties=species:S:1:pos:R:3:forces:R:3
La -0.0078 -0.3006 0.2262 1.16 1.56 0.20
C -0.8627 4.0622 -2.2161 -0.03 -0.09 -0.07
C -2.1301 3.7244 -2.6835 0.25 -0.04 0.22
C -2.6781 2.5126 -2.3150 0.13 -0.29 0.20
C -1.9398 1.6758 -1.4820 0.24 1.02 -0.23
N -0.6935 1.9873 -1.0380 -0.53 0.09 -0.20
C -0.1841 3.1673 -1.4159 0.10 0.12 0.04
N -2.3042 0.4004 -1.1198 0.25 -1.28 0.85
C -2.6346 0.0953 0.1005 -0.87 0.59 -0.88
N -2.1027 -1.0612 0.6029 -1.78 -1.31 0.24
C -1.9413 -0.8411 1.9422 0.07 -0.33 1.27
N -0.8668 -1.3399 2.4936 -0.73 -0.39 -0.99
C -0.1609 -0.5755 3.4123 0.50 0.71 0.57
C -0.0357 -0.8255 4.7746 -0.07 -0.02 -0.37
C 0.7781 0.0106 5.5178 0.01 0.10 -0.21
C 1.4420 1.0592 4.8898 -0.04 -0.06 -0.04
C 1.2740 1.2333 3.5311 0.08 0.00 0.15
N 0.5012 0.4334 2.7884 -0.12 -0.24 0.36
C -2.7882 0.2823 2.3802 -0.44 0.55 -0.34
C -3.1976 0.7476 3.6159 0.13 -0.11 -0.11
C -4.0291 1.8632 3.6406 0.09 -0.08 0.04
C -4.4089 2.5086 2.4713 0.06 0.01 -0.08
C -3.9899 2.0533 1.2240 0.08 -0.11 -0.07
C -3.2000 0.9169 1.1895 0.12 -0.06 0.70
H -0.4060 4.9981 -2.4845 0.10 0.14 -0.03
H -2.6770 4.4008 -3.3204 -0.07 0.08 -0.08
H -3.6514 2.1931 -2.6486 -0.12 -0.03 -0.07
H 0.8136 3.3889 -1.0563 0.01 0.04 -0.01
H -0.5613 -1.6556 5.2202 -0.05 -0.06 0.01
H 0.8934 -0.1506 6.5777 0.03 -0.03 0.12
H 2.0894 1.7177 5.4425 0.05 0.12 0.08
H 1.7767 2.0364 3.0065 0.01 0.02 0.02
H -2.9103 0.2534 4.5314 0.03 -0.03 0.07
H -4.3835 2.2316 4.5913 -0.04 0.05 0.05
H -5.0458 3.3780 2.5344 -0.05 0.05 -0.02
H -4.2911 2.5675 0.3236 -0.05 -0.01 -0.07
C -0.6011 -1.1428 -3.8100 0.03 0.04 0.16
P 0.5912 -1.1942 -2.4333 0.82 -0.67 -1.28
C 1.4565 -2.7834 -2.7664 -0.13 0.11 0.06
C 1.8826 0.0599 -2.8106 -0.22 0.08 0.12
C 1.8733 0.7402 -4.0250 -0.01 0.02 -0.01
C 2.8294 1.7000 -4.3150 0.02 -0.05 0.02
C 3.8260 1.9805 -3.3963 0.02 -0.02 0.08
C 3.8432 1.3222 -2.1778 -0.02 0.03 -0.02
C 2.8731 0.3754 -1.8606 -0.19 0.00 0.19
P 2.8901 -0.4378 -0.2122 1.48 -0.41 -0.58
C 4.2439 -1.6620 -0.4046 -0.15 0.07 0.14
C 3.7035 0.7774 0.8937 -0.23 -0.11 0.00
H -1.0864 -0.1692 -3.8648 0.01 0.00 -0.06
H -1.3682 -1.8888 -3.5909 0.04 0.05 -0.04
H -0.1163 -1.3940 -4.7560 -0.07 0.06 0.06
H 2.1399 -2.6732 -3.6098 -0.06 -0.03 0.03
H 0.6950 -3.5231 -3.0121 0.03 -0.09 0.00
H 2.0023 -3.1375 -1.8927 0.00 0.02 -0.04
H 1.1115 0.5288 -4.7574 -0.09 -0.04 -0.11
H 2.8037 2.2210 -5.2596 -0.02 0.02 -0.09
H 4.5867 2.7114 -3.6214 0.07 0.08 -0.03
H 4.6222 1.5555 -1.4675 0.08 0.05 0.05
H 5.1200 -1.1275 -0.7763 0.01 -0.09 0.02
H 3.9842 -2.4533 -1.1047 -0.03 0.04 0.00
H 4.4709 -2.1086 0.5640 0.02 -0.01 -0.02
H 4.7615 0.8758 0.6553 -0.01 0.09 -0.02
H 3.6157 0.4082 1.9174 0.03 0.06 -0.03
H 3.2115 1.7486 0.8179 0.08 0.02 0.06
```
Forces are in eV/Å.

The charge is +2. For the LUMO energy, the calculation gives -0.226 hartree. The calculation puts the gap between HOMO and LUMO at 8.389 eV.



# 2
ORCA calculation (ωB97M-V/def2-TZVPD) on C6H6OS in the gas phase in a non-equilibrium geometry.

```
14
Properties=species:S:1:pos:R:3:forces:R:3
C -2.0111 0.3014 0.3703 3.43 1.62 -1.50
C -1.0993 0.3009 1.3766 -0.18 -0.65 0.10
C 0.3347 0.2479 0.6667 0.88 0.61 -1.69
C 1.1359 -1.0375 0.0870 0.01 -0.21 0.59
C 1.5530 -1.2036 -1.2371 -1.47 1.26 4.44
S 0.8230 0.0269 -2.2215 0.23 0.60 0.53
C -0.0396 0.8533 -0.6810 -0.19 -0.84 -2.83
O -1.4251 0.6708 -1.0332 -0.42 -1.14 4.99
H -3.0424 0.2224 0.2611 -1.53 0.00 0.27
H -1.3074 0.4169 2.5727 0.55 -0.84 -3.46
H 1.0975 0.9310 1.2059 -1.18 -1.22 -0.81
H 1.3511 -1.6600 0.9387 0.76 -0.80 -0.33
H 2.3429 -1.9173 -1.4864 -0.70 0.18 -0.30
H 0.2868 1.8470 -0.8199 -0.19 1.43 0.00
```
Forces are in eV/Å.

For the LUMO energy, the calculation gives 0.031 hartree. As for the SMILES: C1=C[C@H]2C=CS[C@H]2O1. The calculation puts the gap between HOMO and LUMO at 8.832 eV. Its energy relative to the best compared isomer or geometry (same formula, charge and spin) is 3.156 eV.



# 3
ORCA calculation (ωB97M-V/def2-TZVPD) on CH3PSi in the gas phase in a non-equilibrium geometry.

```
6
Properties=species:S:1:pos:R:3:forces:R:3
C 1.4356 0.1785 -0.2333 -0.91 -1.95 -0.11
P 1.4947 -1.4258 -0.8307 0.58 1.62 0.51
Si -0.4364 -0.6250 -0.1393 3.11 1.57 -1.58
H 2.1846 0.9600 0.1135 -1.21 -1.07 -0.81
H -0.4986 -0.6297 1.2627 -1.23 -0.18 1.38
H -1.3113 -0.0596 -1.1922 -0.35 0.00 0.60
```
Forces are in eV/Å.

For the LUMO energy, the calculation gives 0.002 hartree. As for the SMILES: C1=P[SiH2]1. The calculation puts the gap between HOMO and LUMO at 8.515 eV. Its energy relative to the best compared isomer or geometry (same formula, charge and spin) is 0.711 eV.



# 4
ORCA calculation (ωB97M-V/def2-TZVPD) on a molecular structure, C4H14InN4O4 in a non-equilibrium geometry.

```
27
Properties=species:S:1:pos:R:3:forces:R:3
In 0.6220 -2.8258 -3.0920 0.02 -0.09 -0.12
C -2.3287 -0.0733 2.7159 0.20 -0.25 -1.17
C -2.7260 1.2680 3.3627 0.82 -0.01 0.08
O -3.0561 2.1051 2.3494 -0.76 0.94 -1.33
O -1.3008 0.1424 1.7889 -0.49 -0.33 -0.17
H -3.1489 -0.5385 2.1691 -0.05 -0.14 0.04
H -1.9597 -0.7884 3.4511 -0.14 0.01 0.83
H -1.8577 1.6399 3.9066 -0.35 0.09 0.72
H -3.6570 1.1566 3.9185 -0.03 -0.67 0.85
H -2.6959 2.9907 2.4370 0.21 0.31 0.12
H -0.8185 0.9387 2.0233 0.56 0.11 0.12
C 7.0067 -3.1240 0.6673 -3.36 0.53 -1.27
O 5.9472 -2.7546 0.1025 1.35 -0.35 0.06
N 7.5439 -4.2974 0.5842 -0.53 -4.76 -1.86
N 7.7567 -2.4186 1.4233 2.63 4.38 2.98
H 7.0871 -4.9084 -0.0778 0.22 -0.54 0.16
H 8.4000 -4.6153 1.0157 0.04 0.23 -0.25
H 8.6051 -2.8331 1.7817 0.08 0.36 -0.04
H 7.7633 -1.4096 1.3785 -0.34 0.13 0.26
C -4.2693 2.2408 -3.8699 -0.63 1.14 -1.32
O -3.2233 1.7184 -3.6375 4.73 -2.69 1.56
N -4.6473 2.4949 -5.0474 -1.25 -0.05 -6.56
N -5.0013 2.7576 -2.9747 -2.33 1.50 5.46
H -5.5259 2.9329 -5.2849 0.21 0.19 0.04
H -4.0924 2.1759 -5.8287 -0.16 -0.17 0.02
H -5.9194 3.1369 -3.1574 0.12 0.05 0.40
H -4.5039 2.8883 -2.1055 -0.79 0.09 0.39
```
Forces are in eV/Å.

The charge is +3. For the LUMO energy, the calculation gives -0.578 hartree. The calculation puts the gap between HOMO and LUMO at 1.274 eV. Its energy relative to the best compared isomer or geometry (same formula, charge and spin) is 1.850 eV.



# 5
ORCA calculation (ωB97M-V/def2-TZVPD) on C19H26N2O2 in the gas phase.

```
49
Properties=species:S:1:pos:R:3:forces:R:3
C -4.3132 -0.3152 0.1847 0.01 0.03 -0.02
C -3.1577 0.6361 0.2583 0.00 0.04 0.08
C -2.8197 1.4138 -0.8444 0.00 -0.02 0.04
C -1.7754 2.3149 -0.7836 0.03 -0.04 0.03
C -1.0301 2.4613 0.3812 0.06 0.04 0.12
C 0.0629 3.4907 0.4615 0.17 -0.10 -0.18
C 1.2261 3.2289 -0.4993 -0.15 0.21 -0.07
N 1.9078 1.9792 -0.2690 -0.14 0.14 0.29
C 2.5040 1.6543 1.0057 0.10 0.11 0.23
C 3.1050 0.2546 0.7872 0.05 -0.15 0.15
C 2.1345 -0.8283 1.2753 0.40 0.44 -0.26
O 2.2517 -1.3242 2.3776 0.08 -0.18 0.35
N 1.1559 -1.1569 0.4134 -0.28 -0.04 -0.30
C 0.2718 -2.2841 0.6347 0.05 -0.21 0.36
C 0.8392 -3.5563 -0.0197 0.03 0.09 -0.02
C 0.2545 -3.5329 -1.4276 -0.09 -0.15 0.10
C -1.1851 -3.0866 -1.1825 0.00 0.03 -0.10
C -1.0847 -2.0524 -0.0513 -0.05 -0.04 -0.07
C 3.3550 0.2180 -0.7186 0.05 0.04 0.00
C 2.3426 1.2036 -1.2878 0.17 -0.32 -0.15
O 1.9867 1.2927 -2.4428 0.00 0.02 -0.34
C -1.3505 1.6684 1.4731 0.05 0.07 -0.05
C -2.4031 0.7717 1.4143 -0.11 -0.02 -0.08
H -4.1827 -1.0117 -0.6424 -0.04 -0.10 -0.04
H -4.4119 -0.8823 1.1068 -0.04 -0.07 0.04
H -5.2404 0.2314 0.0154 -0.10 -0.04 0.00
H -3.3914 1.3169 -1.7565 -0.07 0.00 -0.11
H -1.5431 2.9214 -1.6470 0.03 0.07 -0.12
H 0.4391 3.5516 1.4843 -0.05 0.07 0.03
H -0.3505 4.4695 0.2033 0.08 0.03 0.09
H 0.8707 3.1905 -1.5319 0.07 0.08 0.09
H 1.9471 4.0546 -0.4094 -0.06 -0.05 -0.08
H 1.7516 1.6466 1.7974 0.07 0.03 0.02
H 3.2798 2.3871 1.2678 -0.06 -0.05 0.04
H 4.0182 0.1297 1.3718 -0.18 -0.02 -0.03
H 1.1101 -0.7202 -0.4933 0.04 0.05 0.06
H 0.1911 -2.3970 1.7183 -0.02 0.02 -0.16
H 0.4792 -4.4337 0.5178 -0.02 -0.09 0.03
H 1.9279 -3.5643 -0.0001 0.04 -0.04 0.10
H 0.7778 -2.7998 -2.0439 0.06 0.04 -0.08
H 0.3132 -4.5007 -1.9230 0.06 0.01 -0.10
H -1.6491 -2.6713 -2.0756 -0.10 -0.04 -0.03
H -1.7795 -3.9415 -0.8571 -0.04 -0.05 -0.03
H -1.9048 -2.1583 0.6552 -0.06 0.10 0.03
H -1.1234 -1.0382 -0.4486 -0.06 0.05 0.05
H 3.2712 -0.7722 -1.1637 -0.03 0.07 -0.05
H 4.3484 0.6047 -0.9602 -0.02 0.01 -0.02
H -0.7860 1.7607 2.3906 0.08 0.04 0.09
H -2.6409 0.1751 2.2833 -0.04 -0.09 0.08
```
Forces are in eV/Å.

For the LUMO energy, the calculation gives 0.029 hartree. As for the SMILES: Cc1ccc(CCN2C[C@@H](C(=O)NC3CCCC3)CC2=O)cc1. The calculation puts the gap between HOMO and LUMO at 9.729 eV. Its energy relative to the best compared isomer or geometry (same formula, charge and spin) is 0.202 eV.



# 6
ORCA calculation (ωB97M-V/def2-TZVPD) on 2 unconnected molecules or ions with the total composition C3H6ClO3S in a non-equilibrium geometry.

```
14
Properties=species:S:1:pos:R:3:forces:R:3
C -0.1063 0.8179 1.2231 -0.23 -1.09 -0.26
C 1.1081 -1.3631 0.2948 0.57 -2.12 0.44
C -0.0895 -0.6960 0.9448 1.27 1.47 0.09
O -1.1018 2.3100 -1.7246 -0.14 0.17 -0.28
O -2.1661 0.2434 -2.7506 1.64 1.25 0.64
O 0.3284 0.5409 -2.6973 0.08 0.11 -0.24
S -0.9640 0.8937 -2.0901 -1.59 -1.71 -0.19
Cl -0.7813 -1.5551 2.3371 0.30 -0.12 -0.59
H 0.7843 1.2530 1.6572 0.62 -0.43 0.43
H -0.9186 0.9572 1.8874 -0.71 0.41 0.93
H -0.3274 1.4791 0.4146 -0.08 -0.07 -1.13
H 0.8700 -2.5090 0.2898 0.56 1.92 -0.03
H 2.0795 -1.2730 1.0414 -2.09 0.06 -2.07
H 1.2848 -1.0990 -0.8276 -0.19 0.13 2.27
```
Forces are in eV/Å.

The charge is -1. For the LUMO energy (spin up / spin down), the calculation gives 0.108 / 0.117 hartree. The calculation puts the gap between HOMO and LUMO (spin up / spin down) at 6.410 / 8.207 eV. Its energy relative to the best compared isomer or geometry (same formula, charge and spin) is 3.532 eV.



# 7
ORCA calculation (ωB97M-V/def2-TZVPD) on a molecular structure, C6H8LaO6 in a non-equilibrium geometry.

```
21
Properties=species:S:1:pos:R:3:forces:R:3
O 1.8942 0.4177 0.9895 -0.08 0.71 0.39
C 0.1888 -1.7881 1.1502 0.12 -0.63 0.49
C 2.4818 -0.1954 -0.0887 0.75 -0.60 -0.71
O 0.0205 -2.5502 2.0728 -0.08 0.98 -0.66
O 1.0035 -2.0980 0.1606 0.41 -0.31 -0.41
C 1.5174 -1.1439 -0.7916 -0.27 0.07 0.21
H 3.3684 -0.7792 0.2362 -0.33 0.16 -0.09
H 2.8485 0.5018 -0.8727 -0.15 -0.04 0.31
H 2.0228 -1.7511 -1.5520 -0.11 0.18 0.22
H 0.6802 -0.6142 -1.2577 0.13 0.07 0.09
H -2.2670 2.4172 -1.1802 0.40 -0.15 -0.01
O -0.8022 0.2070 2.0421 0.17 0.38 -0.91
O -0.4430 1.9385 -0.2758 0.13 0.90 0.60
C -1.5667 1.5813 -0.9756 -0.21 -0.50 -0.63
C -2.3700 0.5292 -0.2220 -0.23 0.15 -0.09
O -1.4973 -0.5945 0.0322 0.38 0.35 -0.06
C -0.6787 -0.5173 1.0581 -0.82 -1.14 1.48
H -1.2363 1.1330 -1.9369 -0.44 0.25 0.15
H -3.1800 0.1273 -0.8414 0.17 0.10 0.23
H -2.7608 0.9230 0.7244 0.11 -0.19 -0.18
La 0.7758 2.2558 1.5285 -0.05 -0.74 -0.42
```
Forces are in eV/Å.

For the LUMO energy (spin up / spin down), the calculation gives -0.003 / -0.003 hartree. As for the spin multiplicity: 2. The calculation puts the gap between HOMO and LUMO (spin up / spin down) at 4.868 / 9.823 eV.



# 8
ORCA calculation (ωB97M-V/def2-TZVPD) on a gas-phase ion, C11H23N2 (charge +1) in a non-equilibrium geometry.

```
36
Properties=species:S:1:pos:R:3:forces:R:3
C 1.9497 0.5903 -1.5561 -0.96 -1.91 1.81
C 2.1241 -0.4104 -0.6913 -0.16 -0.18 -1.15
C 0.7182 1.1444 -2.1137 -1.68 4.03 -0.71
C 1.0871 -1.2161 -0.0110 -1.02 0.20 -0.92
C -0.5938 1.4123 -1.3067 -0.64 -1.09 -2.15
C 1.0986 -1.0896 1.4473 0.71 1.74 0.10
C -1.6634 2.4663 -1.9580 0.76 0.21 3.05
C 1.4925 0.1069 2.1545 0.91 3.77 -0.41
C -1.7385 -0.5629 -2.0923 -1.53 -2.35 -0.83
C -1.9493 0.2022 0.3603 2.28 -1.30 1.32
C 0.6253 -1.9803 3.6640 -0.38 2.24 1.18
N -1.2308 0.1002 -0.9376 -0.39 1.97 0.53
N 0.7634 -2.0909 2.2354 -1.86 -4.42 1.48
H 2.7608 1.0155 -2.0216 2.11 0.62 -0.85
H 3.0773 -0.8891 -0.6127 0.94 0.31 0.32
H 0.9973 2.2637 -2.3680 -0.53 -2.14 -0.05
H 0.4648 0.6399 -3.0399 0.10 0.12 -0.41
H 0.0663 -0.5305 -0.3558 0.78 -1.96 -0.30
H 1.1491 -2.3130 -0.3768 -0.69 1.72 0.45
H -2.4077 2.0852 -2.6071 -0.21 -0.79 -0.97
H -1.1093 3.2692 -2.4543 -0.12 -0.21 0.19
H -2.3251 2.9184 -1.1209 1.45 -0.57 -1.08
H 0.7872 1.0125 2.1857 -0.13 -1.10 0.14
H 2.2985 0.6455 1.6386 0.22 -0.35 -0.21
H 1.8935 0.0488 3.1685 -0.37 -0.47 -0.20
H -0.8919 -1.0908 -2.6234 -0.94 0.90 0.28
H -2.4487 -1.3918 -1.7924 0.76 0.93 -0.23
H -2.3387 0.1519 -2.7564 1.19 -1.05 0.82
H -2.9680 0.4261 0.2244 -1.22 1.28 -0.33
H -2.0610 -0.8037 0.8618 0.74 0.75 -0.60
H -1.2848 0.8924 1.0398 -1.86 -1.27 -1.21
H 0.4375 -2.8948 4.1494 -0.36 -1.47 0.01
H 1.5381 -1.6106 4.1912 -0.65 -0.11 -0.72
H -0.2543 -1.2951 3.9729 1.32 -0.73 -0.50
H -0.2844 1.6688 -0.3656 0.82 1.86 2.12
H 0.2203 -2.8908 1.8680 0.63 0.82 0.06
```
Forces are in eV/Å.

The charge is +1. For the LUMO energy (spin up / spin down), the calculation gives -0.086 / -0.241 hartree. As for the spin multiplicity: 3. The calculation puts the gap between HOMO and LUMO (spin up / spin down) at 6.114 / 6.346 eV. Its energy relative to the best compared isomer or geometry (same formula, charge and spin) is 0.833 eV.



For reference, total energy by record: -56367.1471, -19197.9121, -18248.9555, -23664.0793, -27202.0450, -32707.3153, -19495.3806, -14747.3018 eV.